(1)
Here is a molecular structure, C36H94AsF6N10O13 from the Open Molecules 2025 dataset. Energies are from ωB97M-V/def2-TZVPD.

Last column: Mulliken charge in e.
Element x y z (Å)
As 1.06402 -0.00608 0.96129  2.113
F 2.45292 -1.03301 1.15569  -0.559
F 2.00479 1.38812 1.50085  -0.560
F -0.29734 1.09458 0.63448  -0.226
F 0.10962 -1.34022 0.39339  -0.377
F 0.57336 -0.24892 2.62095  -0.446
F 1.55254 0.35466 -0.68143  -0.510
C 3.69214 2.43788 -5.17643  -1.545
C 2.23427 2.38980 -4.66093  2.192
C 1.82463 3.80472 -4.23441  -1.072
O 0.68293 4.03459 -3.41800  -0.370
C 0.87993 3.64825 -2.06220  -0.080
N 1.41014 1.86234 -5.76556  -0.760
H 4.05399 1.41617 -5.28513  0.391
H 4.27209 3.00301 -4.44216  0.240
H 3.83789 2.97259 -6.11430  0.367
H 2.13016 1.68662 -3.82613  -0.613
H 1.65533 4.37268 -5.15193  0.430
H 2.68438 4.27178 -3.73996  0.165
H 1.01564 2.56940 -1.96286  -0.147
H -0.00012 3.92512 -1.48438  0.043
H 1.74564 4.16486 -1.63596  0.373
H 0.46084 1.87087 -5.40605  0.158
H 1.72755 0.94025 -6.02637  0.282
C -2.43762 -1.55171 2.39237  0.339
O -3.77115 -1.43585 1.87696  -0.394
C -4.00497 -0.51178 0.81623  0.445
C -5.44117 -0.73116 0.38482  -1.693
N -5.62916 -1.76890 -0.60638  -0.080
C -5.28256 -3.13932 -0.17015  -1.139
C -6.01447 -3.69813 1.04134  -0.368
O -7.40504 -3.55421 0.81443  -0.317
C -8.16257 -4.40627 1.63210  -0.771
H -2.09910 -0.59659 2.79351  -0.169
H -1.78097 -2.05172 1.68529  -0.300
H -2.65480 -2.23571 3.21583  0.345
H -3.25021 -0.69297 0.04666  0.157
H -3.93178 0.51755 1.18567  -0.002
H -5.87923 0.21482 0.04235  0.459
H -6.06680 -0.82720 1.28723  0.624
H -6.60559 -1.91958 -0.83586  0.346
H -4.21394 -3.35346 -0.15468  0.314
H -5.65748 -3.73746 -1.00831  0.527
H -5.60610 -3.28836 1.97276  0.205
H -5.77397 -4.76720 1.11512  0.557
H -8.39799 -3.94428 2.60237  0.289
H -7.73555 -5.37993 1.87936  0.310
H -9.16580 -4.52543 1.21869  0.255
C -1.26701 0.66214 6.83039  -0.642
O 0.08728 1.04720 6.97827  -0.458
C 0.81114 0.91169 5.77454  -0.036
C 2.25271 1.36709 5.87718  -0.394
N 2.28516 2.80905 6.29551  -0.427
C 1.57143 3.66938 5.38698  -0.824
C 2.07962 3.72610 3.95949  0.790
O 1.39466 4.81909 3.32565  -0.419
C 2.15516 5.27174 2.24500  -0.810
H -1.71235 1.41029 6.16280  0.258
H -1.71861 0.75151 7.81421  0.276
H -1.47369 -0.31702 6.39177  0.275
H 0.21701 1.38150 4.97761  -0.008
H 0.73857 -0.13861 5.44940  0.516
H 2.77182 1.29125 4.92496  -0.239
H 2.79361 0.89349 6.69552  0.433
H 1.94946 2.82722 7.24670  0.344
H 1.60678 4.68052 5.80161  0.393
H 0.50026 3.45033 5.27626  0.318
H 1.80078 2.82217 3.41571  -0.525
H 3.16170 3.82142 3.83159  0.145
H 3.16146 5.63543 2.49005  0.348
H 1.68415 6.07017 1.67000  0.424
H 2.35263 4.50449 1.48185  0.237
C -1.54313 0.63647 -2.49223  0.437
O -2.79184 0.90761 -3.09900  -0.439
C -3.64428 -0.23682 -2.98937  -0.174
C -4.78706 0.00272 -3.97668  -0.503
N -4.29217 -0.08692 -5.33478  -0.439
C -4.97355 0.69611 -6.35095  -0.881
C -4.49141 2.15483 -6.43350  -0.514
O -3.07205 2.14109 -6.25158  -0.234
C -2.41757 3.31772 -6.59326  -0.618
H -1.80485 0.20644 -1.51127  -0.547
H -1.02760 1.55924 -2.23991  -0.070
H -0.95103 -0.14636 -2.97268  0.621
H -4.02587 -0.21076 -1.97118  -0.212
H -3.07675 -1.10805 -3.33414  0.450
H -5.14694 1.01979 -3.75184  0.297
H -5.59764 -0.66405 -3.66031  0.424
H -3.30126 0.09903 -5.27734  0.266
H -6.05903 0.67800 -6.33258  0.382
H -4.55201 0.26939 -7.26590  0.352
H -4.84407 2.81606 -5.63158  0.323
H -4.70615 2.66275 -7.37957  0.479
H -2.77873 4.20973 -6.05748  0.328
H -2.50847 3.61711 -7.64586  0.305
H -1.36929 3.23829 -6.31604  0.049
C 1.47717 -4.17106 1.82796  -0.567
O 0.37383 -5.00434 2.13111  -0.455
C -0.65189 -4.96468 1.16906  0.815
C -1.41298 -6.30830 1.19734  -1.262
N -0.56703 -7.48696 1.12613  -0.357
C 0.11279 -7.66173 -0.16480  -0.235
C 1.12011 -8.82804 -0.11711  -0.709
O 2.28375 -8.44645 0.59393  -0.389
C 2.31660 -8.56954 1.99972  -0.721
H 2.35038 -4.53682 2.37801  0.365
H 1.28431 -3.17480 2.23397  0.011
H 1.75037 -4.24499 0.77317  0.360
H -0.25886 -4.83222 0.15140  0.122
H -1.28601 -4.09087 1.35266  -0.329
H -2.21353 -6.27468 0.45801  0.438
H -1.89846 -6.32988 2.17715  0.429
H 0.19710 -7.30125 1.76813  0.283
H 0.78444 -6.80184 -0.28936  0.185
H -0.54759 -7.77762 -1.02301  0.382
H 1.37871 -9.01117 -1.15887  0.410
H 0.63975 -9.72968 0.27146  0.359
H 3.19526 -9.16081 2.26379  0.296
H 1.55166 -9.28304 2.34985  0.372
H 2.10061 -7.61300 2.47203  0.160
C 6.01446 5.07107 0.74588  -0.557
O 6.72008 4.91364 -0.47634  -0.462
C 5.90585 4.34834 -1.45756  -0.864
C 5.31034 2.97306 -1.18098  0.244
N 6.33458 2.08024 -0.62750  -0.376
C 5.78903 0.94974 0.11886  -1.279
C 5.25571 1.20441 1.49341  0.255
O 6.33653 1.52405 2.36679  -0.479
C 5.89531 2.04601 3.60853  -0.390
H 5.01007 5.49489 0.61662  0.218
H 6.42306 5.92398 1.29924  0.412
H 6.07710 4.15255 1.32673  0.139
H 6.30177 4.35634 -2.48268  0.372
H 5.09484 5.05647 -1.71956  0.397
H 4.90009 2.52160 -2.08444  0.339
H 4.48707 3.15460 -0.47318  -0.175
H 6.87624 2.63663 0.02785  0.335
H 6.64278 0.28605 0.30070  0.369
H 5.02221 0.43707 -0.46447  0.382
H 4.84639 0.26279 1.87947  0.635
H 4.38984 1.87626 1.43461  -0.072
H 5.74725 3.12592 3.49664  0.158
H 6.72267 1.94720 4.31127  0.300
H 4.99541 1.57967 4.00996  0.080
C -2.83096 3.43918 2.02861  0.502
O -3.62262 4.28281 2.50297  -0.776
N -2.15687 3.61263 0.89800  -0.146
N -2.48328 2.32682 2.65788  0.028
H -1.55491 2.86634 0.59063  0.002
H -2.08917 4.50961 0.45793  0.169
H -3.04286 1.93282 3.39241  0.192
H -1.78816 1.70368 2.27813  -0.224
C 1.03331 -2.12614 -3.36600  0.473
O 0.92310 -2.80423 -4.39093  -0.769
N 0.40621 -2.39682 -2.19846  -0.030
N 1.65738 -0.91041 -3.35480  -0.029
H -0.16239 -3.22403 -2.27087  0.111
H 0.47839 -1.78645 -1.40305  -0.083
H 2.13233 -0.67580 -4.20444  0.065
H 1.68098 -0.41102 -2.48376  0.085

- HOMO level: -0.2398 hartree
- Total charge: -1
- Gap between HOMO and LUMO: 8.7 eV
- Strongest force on any atom: 3.7 eV Å⁻¹
- Lowest unoccupied orbital energy: 2.19 eV
- Relative energy (zero: lowest compared OMol25 entry of this formula, charge and spin): 195.89 kJ/mol

---

(2)
Here is 2 unconnected molecules or ions with the total composition C27H26IO4 from the Open Molecules 2025 dataset. Energies are from ωB97M-V/def2-TZVPD.

Last column: Mulliken charge in e.
Element x y z (Å)
C -0.51046 -6.07097 1.57014  -1.429
C -0.80227 -4.61776 1.36920  1.109
C -1.54608 -4.17052 0.26329  -0.864
C -1.74930 -2.83056 0.05281  -0.224
C -1.22120 -1.84288 0.91755  0.349
C -1.23287 -0.44311 0.50053  -0.882
C -0.91940 0.59242 1.46417  0.860
C -1.82661 1.67274 1.56640  -0.397
C -1.82907 2.50027 2.67781  -1.019
C -0.89272 2.32371 3.70271  1.091
C -0.94866 3.16094 4.94017  -1.458
C 0.08200 1.33225 3.55928  -0.982
C 0.14418 0.55274 2.39953  -0.659
C -0.62113 -2.31791 2.11863  -0.368
C -0.39349 -3.67270 2.30707  -1.291
H 0.23078 -6.18918 2.36645  0.369
H -1.41919 -6.60631 1.86859  0.321
H -0.14315 -6.53573 0.64884  0.373
H -1.91930 -4.91097 -0.44085  0.438
H -2.28793 -2.51300 -0.84866  0.382
H -2.09591 -0.20417 -0.10738  0.843
H -2.55643 1.82036 0.76936  0.399
H -2.57809 3.27876 2.78129  0.410
H -0.18655 2.82014 5.64488  0.361
H -0.78081 4.21717 4.69802  0.337
H -1.93069 3.07936 5.41898  0.359
H 0.78251 1.18214 4.37933  0.329
H 1.00356 -0.10387 2.24163  0.746
H -0.27777 -1.63904 2.89056  0.694
H 0.13494 -4.02405 3.19555  0.357
C -1.00956 3.07510 -1.80334  -1.269
C -1.50110 2.16511 -2.90730  1.473
C -2.17115 2.93302 -4.05576  -1.606
O -0.35478 1.55949 -3.57946  -0.340
C 0.31011 0.56840 -2.91988  0.572
O 1.29325 0.12522 -3.47413  -0.531
C -0.34152 -0.02668 -1.68947  0.301
I 1.05547 -1.58659 -1.04627  0.540
C 2.93119 -0.57604 -1.34229  0.255
C 3.69851 -0.99972 -2.42271  -0.380
C 4.90088 -0.34114 -2.70778  -0.581
C 5.29887 0.75019 -1.91957  -0.438
C 4.48743 1.19369 -0.86737  -0.638
C 3.28309 0.52853 -0.57505  -0.037
C -1.75241 -0.15439 -2.23132  0.160
O -2.36950 -1.16853 -2.47921  -0.636
O -2.35211 1.10038 -2.43228  -0.327
H -0.49309 2.50827 -1.02079  0.070
H -0.32042 3.80761 -2.24218  0.406
H -1.85418 3.61877 -1.36793  0.385
H -2.49841 2.23285 -4.83133  0.396
H -3.02408 3.50696 -3.69345  0.381
H -1.42902 3.61120 -4.49004  0.381
H 3.34828 -1.80532 -3.06340  0.368
H 5.50672 -0.67465 -3.55356  0.376
H 6.23988 1.26502 -2.14480  0.377
H 4.78133 2.06588 -0.27580  0.392
H 2.62744 0.87710 0.22055  0.394

- HOMO level: -0.4207 hartree
- Total charge: +1
- Gap between HOMO and LUMO: 6.4 eV
- Strongest force on any atom: 3.2 eV Å⁻¹
- Lowest unoccupied orbital energy: -5.09 eV

---

(3)
Here is 2 unconnected molecules or ions with the total composition CH4NO2S2 from the Open Molecules 2025 dataset. Energies are from ωB97M-V/def2-TZVPD.

Last column: Mulliken charge in e.
Element x y z (Å)
C -0.68384 1.41477 -1.08197  -0.291
N 0.65668 -0.01947 0.03272  -0.631
O -0.06225 -2.43332 0.88531  -0.626
O 0.77326 -0.47677 2.40470  -0.624
S -1.32524 0.66270 -2.37990  -0.408
S -0.11097 -0.62991 1.24198  0.594
H 0.10062 2.05589 -1.40786  0.228
H -1.38566 1.62750 -0.18458  0.227
H 1.51528 0.47160 0.41291  0.236
H 0.52210 -2.67298 0.07669  0.294

- HOMO level: -0.1576 hartree
- Total charge: -1
- Gap between HOMO and LUMO: 7.9 eV
- Strongest force on any atom: 2.6 eV Å⁻¹
- Lowest unoccupied orbital energy: 3.65 eV
- Relative energy (zero: lowest compared OMol25 entry of this formula, charge and spin): 349.68 kJ/mol

---

Question: The highest gap between HOMO and LUMO belongs to which entry?
Answer: C36H94AsF6N10O13

---

Question: total charge of number 1 (C36H94AsF6N10O13)?
Answer: -1

---

Question: What is the formula in the first record?
Answer: C36H94AsF6N10O13

---

Question: Number 3 is which compound?
Answer: CH4NO2S2